Computed, not measured: 2 unconnected molecules or ions with the total composition C2H7N, with ωB97M-V with the def2-TZVPD basis set.

Calculated values
Charge: 0
HOMO level, eV: -10.2
Orbital gap, hartree: 0.416
SMILES string: C=N.C

XYZ file:
```
10
Properties=species:S:1:pos:R:3:lowdin_charge:R:1
H -2.18 1.53 -1.35 0.034
H -2.53 0.08 1.12 0.053
N -2.13 0.69 -0.77 0.009
H -2.83 1.89 0.78 0.060
C 2.46 -1.01 -0.02 -0.050
C -2.52 0.91 0.41 -0.154
H 3.18 -0.46 0.57 0.013
H 1.92 -0.45 -0.78 0.013
H 2.99 -1.79 -0.55 0.010
H 1.64 -1.39 0.58 0.012
```

Computed, not measured: a molecular structure, C6H9N3O2, with ωB97M-V with the def2-TZVPD basis set.

Calculated values
Charge: 0
HOMO level, eV: -8.0
Orbital gap, hartree: 0.281

XYZ file:
```
20
Properties=species:S:1:pos:R:3:lowdin_charge:R:1
C -2.43 -1.33 0.28 -0.221
H -0.44 -1.68 -1.10 0.121
C 0.10 -0.75 -0.94 -0.137
H 0.22 1.85 -0.15 0.119
N -0.35 -0.13 0.29 -0.145
C 0.39 1.07 0.61 -0.152
H -0.07 -0.08 -1.79 0.136
C 1.60 -1.03 -0.81 -0.187
C 1.88 0.73 0.67 -0.193
N -2.58 1.13 -0.57 0.073
O 2.32 0.16 -0.54 -0.126
O -2.27 2.23 -0.27 -0.022
H 2.47 1.64 0.81 0.129
H 2.00 -1.42 -1.75 0.129
C -1.71 -0.15 0.58 -0.229
H 0.06 1.45 1.58 0.131
N -3.05 -2.27 0.04 0.177
H 1.77 -1.76 0.00 0.131
H 2.06 0.04 1.50 0.130
H -1.96 0.29 1.54 0.137
```

Computed, not measured: C2H6N2O in the gas phase, with ωB97M-V with the def2-TZVPD basis set.

Calculated values
Charge: 0
HOMO level, eV: -9.4
Orbital gap, hartree: 0.380
SMILES string: [H]/N=C(\N)OC

XYZ file:
```
11
Properties=species:S:1:pos:R:3:lowdin_charge:R:1
N 1.03 0.65 0.81 0.132
C 0.15 0.48 -0.09 -0.576
H -0.71 -1.30 1.73 0.088
C -0.34 -1.65 0.76 -0.085
H -0.96 0.96 -1.74 0.088
H -0.93 -2.50 0.43 0.087
H 0.74 -1.85 0.87 0.091
O -0.59 -0.65 -0.22 -0.091
N -0.17 1.25 -1.21 0.134
H 0.27 2.15 -1.37 0.098
H 1.49 1.52 0.66 0.035
```

Computed, not measured: a molecular structure, C8H11INO2PS, with ωB97M-V with the def2-TZVPD basis set.

Calculated values
Charge: 0
HOMO level, eV: -9.0
Orbital gap, hartree: 0.331

XYZ file:
```
25
Properties=species:S:1:pos:R:3:lowdin_charge:R:1
I 2.65 -3.57 -3.61 0.941
H -2.67 -0.90 1.54 0.007
P -1.64 1.60 2.37 0.777
C 1.44 -0.87 -0.47 -0.064
C -1.73 -1.03 1.10 0.044
C 1.57 -2.31 -2.43 -0.769
O -1.50 1.75 -0.87 -0.295
C 2.05 -1.91 -1.18 -0.131
S -0.35 1.24 -0.22 0.564
H -0.94 -1.76 1.53 0.084
C 0.41 -0.18 -1.02 -0.311
C -0.05 -0.58 -2.29 -0.057
H 0.12 -1.88 -3.99 0.105
H 0.31 3.07 2.20 -0.021
H -1.56 -1.13 -0.03 0.056
O 0.71 2.16 0.08 -0.303
C -0.29 2.64 2.94 -0.383
H -0.92 0.04 -2.60 0.126
H 1.97 -0.84 0.52 0.148
N -0.74 0.58 1.32 -0.459
C 0.48 -1.66 -2.97 -0.151
H 0.55 1.99 3.55 0.099
H -2.19 2.54 1.60 -0.093
H 2.77 -2.43 -0.71 0.060
H -0.47 3.45 3.64 0.026
```

Computed, not measured: a gas-phase ion, C5H14N2O (charge +2), with ωB97M-V with the def2-TZVPD basis set.

Calculated values
Charge: +2
HOMO level, eV: -17.7
Orbital gap, hartree: 0.322
SMILES string: C=[NH+]CC[C@H]([NH3+])CO

XYZ file:
```
22
Properties=species:S:1:pos:R:3:lowdin_charge:R:1
H -2.02 -3.30 -1.13 0.188
H 0.99 -1.12 -1.21 0.147
H 1.81 0.18 0.13 0.185
H -0.17 0.22 2.45 0.131
H -2.08 -3.14 -2.91 0.097
H 0.12 -2.18 -0.17 0.196
H -0.27 3.41 1.44 0.192
H -1.41 -0.37 0.38 0.136
C -0.54 -0.11 -0.25 -0.110
H 1.14 -0.70 2.19 0.164
N -0.66 -1.77 -2.14 0.083
H 0.50 2.67 -0.43 0.156
H 1.89 2.50 0.56 0.117
N 0.71 0.21 2.01 0.155
H 1.36 0.93 2.82 0.336
H -0.84 0.70 -1.03 0.160
C 0.77 0.54 0.57 -0.185
H -0.56 -1.14 -2.90 0.173
C 0.86 2.19 0.54 -0.229
C -0.09 -1.29 -0.94 -0.292
C -1.57 -2.77 -2.09 0.281
O 0.33 2.61 1.72 -0.082
```

Q: What is the formula in the first record?
A: C2H7N

Q: Which formula does entry 5 have?
A: C5H14N2O

Repeat the fourth record exactly.
Computed, not measured: a molecular structure, C8H11INO2PS, with ωB97M-V with the def2-TZVPD basis set.

Calculated values
Charge: 0
HOMO level, eV: -9.0
Orbital gap, hartree: 0.331

XYZ file:
```
25
Properties=species:S:1:pos:R:3:lowdin_charge:R:1
I 2.65 -3.57 -3.61 0.941
H -2.67 -0.90 1.54 0.007
P -1.64 1.60 2.37 0.777
C 1.44 -0.87 -0.47 -0.064
C -1.73 -1.03 1.10 0.044
C 1.57 -2.31 -2.43 -0.769
O -1.50 1.75 -0.87 -0.295
C 2.05 -1.91 -1.18 -0.131
S -0.35 1.24 -0.22 0.564
H -0.94 -1.76 1.53 0.084
C 0.41 -0.18 -1.02 -0.311
C -0.05 -0.58 -2.29 -0.057
H 0.12 -1.88 -3.99 0.105
H 0.31 3.07 2.20 -0.021
H -1.56 -1.13 -0.03 0.056
O 0.71 2.16 0.08 -0.303
C -0.29 2.64 2.94 -0.383
H -0.92 0.04 -2.60 0.126
H 1.97 -0.84 0.52 0.148
N -0.74 0.58 1.32 -0.459
C 0.48 -1.66 -2.97 -0.151
H 0.55 1.99 3.55 0.099
H -2.19 2.54 1.60 -0.093
H 2.77 -2.43 -0.71 0.060
H -0.47 3.45 3.64 0.026
```